# 1
The following is a quantum chemistry calculation of an isolated molecule of C6H13N3O3 at a distorted geometry, from OMol25.

Last column: natural (NBO) charge in e.
Geometry (Å):
C (1.63495, 2.27119, -0.47312)  -0.043
N (0.46350, 2.54455, -0.18409)  -0.392
C (-0.40625, 1.54563, 0.38309)  -0.068
N (-0.47215, 0.29371, -0.28752)  -0.486
C (-1.87213, -0.23267, -0.39859)  -0.209
C (-2.22997, -0.99433, 0.94772)  -0.067
O (-1.64817, -2.26037, 0.89473)  -0.703
C (0.68682, -0.45276, -0.47124)  0.319
C (1.06183, -0.83315, -1.86276)  -0.665
N (1.48439, -0.81289, 0.51624)  0.324
O (2.60618, -1.31853, 0.46672)  -0.513
O (1.02734, -0.44493, 1.84984)  -0.620
H (2.35380, 3.01126, -0.83962)  0.168
H (2.13734, 1.34111, -0.22057)  0.139
H (-0.17964, 1.45162, 1.51547)  0.187
H (-1.38851, 1.88843, 0.23834)  0.187
H (-2.04183, -0.82576, -1.27762)  0.211
H (-2.46281, 0.62655, -0.44960)  0.192
H (-3.40321, -1.00605, 0.89943)  0.164
H (-1.94630, -0.44803, 1.77828)  0.171
H (-0.74341, -2.01233, 1.19376)  0.475
H (1.85643, -1.60783, -1.93603)  0.251
H (1.52589, 0.02786, -2.41290)  0.237
H (0.13166, -1.24846, -2.36672)  0.233
H (1.82423, -0.50380, 2.49675)  0.508

SMILES = C=NCN(CCO)/C(C)=[N+](/[O-])O
E_HOMO = -8.2 eV
Energy above the lowest of the compared OMol25 structures with the same formula, charge and spin = 138.9 kcal per mole
HOMO-LUMO gap = 8.76 eV

# 2
The following is a quantum chemistry calculation of a cluster of 2 separate species, C21H27N5O5S in total at a distorted geometry, from OMol25.

Last column: natural (NBO) charge in e.
Geometry (Å):
C (-2.34704, 0.95278, 3.56904)  -0.630
C (-1.17340, 2.03346, 3.56624)  -0.065
H (-1.51135, 2.97819, 3.43906)  0.205
H (-0.57874, 1.91886, 4.59539)  0.168
O (-0.08572, 1.99436, 2.68719)  -0.482
C (-0.45476, 2.36214, 1.57156)  0.814
O (-1.49900, 3.07859, 1.44117)  -0.683
C (0.71836, 1.93118, 0.48031)  -0.182
C (0.65847, 2.23899, -0.80177)  0.207
N (1.45631, 1.80681, -1.71732)  -0.614
C (2.67624, 0.84351, -1.33664)  0.796
O (3.58272, 0.60857, -2.09835)  -0.544
N (2.77319, 1.07732, 0.03802)  -0.603
H (3.52169, 0.22123, 0.25310)  0.389
C (1.75492, 0.98942, 0.95697)  -0.093
C (0.92543, -0.49352, 1.25849)  -0.061
C (0.02320, -0.79717, 0.24238)  -0.248
C (-0.51864, -2.17915, 0.39169)  0.318
C (-0.06822, -2.99532, 1.28426)  -0.280
C (0.68891, -2.59235, 2.41918)  -0.221
C (1.45890, -1.21360, 2.27824)  0.273
O (2.19904, -0.88253, 3.23658)  -0.478
C (2.69895, -1.58394, 4.21291)  -0.061
C (3.63818, -2.63876, 3.93283)  -0.465
H (4.87268, -2.07031, 3.26773)  0.099
H (4.07911, -3.02142, 4.66034)  0.201
H (3.27865, -3.06593, 3.21593)  0.183
H (3.22585, -0.83586, 4.80385)  0.195
H (1.78184, -1.95696, 4.87046)  0.152
H (0.89810, -3.11727, 3.22637)  0.183
H (-0.50307, -3.99914, 1.47472)  0.220
O (-1.21561, -2.66226, -0.55241)  -0.498
C (-1.63992, -2.08243, -1.80062)  -0.083
C (-0.51069, -2.01862, -2.72737)  -0.686
H (-0.26533, -3.12816, -2.92178)  0.229
H (-0.78958, -1.85667, -3.82917)  0.232
H (0.54431, -1.55741, -2.50379)  0.249
H (-2.11798, -1.13057, -1.50305)  0.180
H (-2.50610, -2.60985, -2.14184)  0.204
H (-0.10508, -0.46723, -0.55307)  0.167
H (1.85962, 1.26622, 1.92521)  0.228
H (1.17769, 1.69047, -2.54653)  0.405
C (-0.52470, 3.08240, -1.31446)  -0.458
H (-0.21256, 3.71446, -2.20146)  0.246
H (-0.83319, 3.70402, -0.63116)  0.245
S (-1.98615, 2.13973, -2.09625)  0.291
C (-1.41036, 1.65810, -3.55470)  0.080
N (-0.23559, 1.92255, -4.06543)  -0.371
N (0.04595, 1.23756, -5.33076)  -0.275
C (-1.20003, 0.63779, -5.40570)  0.198
N (-2.02303, 0.88841, -4.50451)  -0.398
C (-3.38477, 0.47480, -4.36230)  -0.398
H (-3.45669, -0.37905, -3.91029)  0.189
H (-4.14785, 1.32489, -3.83873)  0.236
H (-4.01348, 0.31700, -5.35230)  0.228
H (-1.66187, 0.10624, -6.45299)  0.200
H (-2.88631, 1.17322, 4.46182)  0.224
H (-1.87187, -0.08443, 3.68122)  0.213
H (-2.79968, 1.04666, 2.61251)  0.227

E_HOMO = -7.6 eV
Energy above the lowest of the compared OMol25 structures with the same formula, charge and spin = 399.9 kcal per mole
HOMO-LUMO gap = 7.93 eV

# 3
The following is a quantum chemistry calculation of a structure of composition C30H75CrLiN5O8PS at a distorted geometry, from OMol25.

Last column: Mulliken spin population.
Geometry (Å):
Cr (0.00102, -0.54864, 3.36192)  3.064
Li (0.32370, 2.37636, -0.90634)  0.001
P (0.05024, -2.79137, 3.97400)  0.013
O (0.04215, -4.30004, 4.30947)  0.002
O (-1.21765, -1.92527, 3.94655)  -0.040
O (0.42083, -2.25683, 2.56067)  -0.029
O (0.94398, -1.70343, 4.58335)  -0.047
S (0.20274, 0.90405, 1.20485)  0.037
O (1.17196, 0.45525, 2.18618)  0.009
O (-0.91877, 0.28153, 1.89005)  0.012
O (0.06733, 2.36283, 1.15447)  -0.001
O (0.45605, 0.48306, -0.13908)  -0.003
C (5.32838, -5.41179, -2.39994)  0.000
C (4.41856, -4.64576, -3.38153)  0.000
N (3.10427, -4.22478, -2.83083)  0.000
C (3.23046, -3.07721, -1.91900)  0.000
C (1.87475, -2.65233, -1.35146)  -0.002
C (2.15302, -4.00531, -3.91869)  0.000
C (2.64306, -2.96474, -4.97787)  0.000
H (5.47898, -4.84471, -1.48133)  0.000
H (6.29229, -5.66660, -2.84045)  0.000
H (4.85468, -6.35075, -2.11347)  0.000
H (5.00670, -3.87302, -3.87657)  0.000
H (4.22290, -5.37970, -4.16329)  0.000
H (3.90489, -3.39937, -1.12562)  0.000
H (3.79579, -2.22837, -2.30367)  0.000
H (1.34499, -3.47291, -0.86762)  0.000
H (2.03164, -1.94098, -0.54061)  0.001
H (1.15749, -2.22973, -2.05506)  0.000
H (1.13878, -3.82094, -3.56455)  0.000
H (2.08286, -4.99859, -4.36207)  0.000
H (3.54002, -3.30271, -5.49686)  0.000
H (2.93273, -2.07079, -4.42556)  0.000
H (1.88167, -2.70809, -5.71443)  0.000
C (2.12861, 0.71547, -2.69198)  0.001
C (2.74527, 1.89071, -1.85993)  -0.001
N (2.02496, 3.16926, -1.93243)  0.000
C (1.72964, 3.66092, -3.29497)  0.000
C (2.91453, 3.89102, -4.28397)  0.000
C (2.76813, 4.22392, -1.24879)  0.000
C (2.85171, 4.08082, 0.30580)  0.000
H (1.09793, 0.61949, -2.35054)  0.000
H (2.69292, -0.19757, -2.50219)  0.000
H (2.10835, 0.83729, -3.77496)  0.000
H (2.79246, 1.49293, -0.84621)  0.000
H (3.77498, 1.93791, -2.21427)  0.000
H (1.09127, 4.53169, -3.14548)  0.000
H (1.04789, 2.92867, -3.72757)  0.000
H (3.36038, 2.94006, -4.57550)  0.000
H (3.68196, 4.48137, -3.78331)  0.000
H (2.61184, 4.45983, -5.16313)  0.000
H (3.81923, 4.25499, -1.53570)  0.000
H (2.35889, 5.21847, -1.42625)  0.000
H (1.86961, 4.10968, 0.77775)  0.000
H (3.42182, 3.18949, 0.56773)  0.000
H (3.42633, 4.92449, 0.68807)  0.000
C (-1.71846, 1.20381, 7.08819)  0.003
C (-1.32847, 0.32659, 5.86315)  0.035
N (-0.33359, 0.88946, 4.90406)  -0.107
C (0.95829, 1.00246, 5.68900)  -0.006
C (2.19459, 1.40750, 4.86961)  0.022
C (-0.70601, 2.30946, 4.52304)  0.036
C (-2.08815, 2.47262, 3.87237)  0.016
H (-0.84216, 1.68814, 7.51904)  0.000
H (-2.28181, 0.60799, 7.80633)  0.000
H (-2.38750, 2.00516, 6.77463)  0.000
H (-0.91838, -0.55638, 6.35335)  -0.001
H (-2.25856, 0.11238, 5.33671)  0.000
H (0.92187, 1.73455, 6.49574)  0.001
H (1.26224, 0.06582, 6.15635)  -0.007
H (3.02803, 1.43996, 5.57134)  0.001
H (2.40936, 0.67281, 4.09359)  -0.004
H (2.06464, 2.37966, 4.39408)  -0.001
H (0.02325, 2.59245, 3.76396)  -0.012
H (-0.68929, 3.05944, 5.31383)  0.003
H (-2.18458, 1.96454, 2.91287)  -0.002
H (-2.39195, 3.48957, 3.62414)  0.000
H (-2.86694, 2.01228, 4.48038)  -0.001
C (-1.07297, 5.10229, -0.74636)  0.001
C (-2.02765, 3.89022, -0.74750)  0.000
N (-1.62628, 2.88180, -1.75362)  -0.001
C (-1.84306, 3.40194, -3.16319)  0.000
C (-1.69014, 2.34656, -4.30088)  0.000
C (-2.32984, 1.64893, -1.46838)  0.003
C (-3.80676, 1.66563, -1.73952)  0.000
H (-0.03169, 4.78025, -0.73512)  0.000
H (-1.20565, 5.74079, 0.12704)  0.000
H (-1.20851, 5.81059, -1.56369)  0.000
H (-1.95770, 3.51418, 0.27319)  0.000
H (-3.07524, 4.19129, -0.75220)  0.000
H (-2.84654, 3.79483, -3.32677)  0.000
H (-1.13957, 4.21362, -3.34864)  0.000
H (-1.91172, 2.87336, -5.22904)  0.000
H (-0.72297, 1.84470, -4.27244)  0.000
H (-2.52961, 1.65228, -4.26393)  0.000
H (-2.09078, 1.24993, -0.48260)  -0.001
H (-1.97320, 0.76611, -1.99899)  0.000
H (-4.27568, 0.68328, -1.68300)  0.000
H (-4.09426, 2.02652, -2.72705)  0.000
H (-4.33407, 2.35471, -1.07981)  0.000
C (-3.52389, -5.74166, 1.99983)  0.000
C (-2.91804, -4.31558, 1.82620)  0.002
N (-2.93511, -3.80269, 0.44528)  0.000
C (-1.91040, -2.74664, 0.24929)  0.000
C (-1.91343, -2.32130, -1.20037)  0.001
C (-4.33533, -3.52062, 0.02639)  0.000
C (-5.01748, -2.34200, 0.76320)  0.000
H (-3.45629, -6.13180, 3.01537)  0.000
H (-3.05406, -6.45881, 1.32674)  0.000
H (-4.58862, -5.77985, 1.76962)  0.000
H (-3.34609, -3.64132, 2.56799)  0.000
H (-1.87480, -4.43227, 2.11967)  -0.002
H (-2.11276, -1.90277, 0.90886)  0.000
H (-0.97585, -3.23630, 0.52308)  0.003
H (-1.69265, -3.09628, -1.93437)  0.000
H (-2.77544, -1.72371, -1.49691)  0.000
H (-1.05324, -1.67841, -1.38710)  0.000
H (-4.96799, -4.40696, 0.07366)  0.000
H (-4.39512, -3.31238, -1.04186)  0.000
H (-4.99519, -2.44985, 1.84763)  0.000
H (-6.02163, -2.25298, 0.34866)  0.000
H (-4.48995, -1.44875, 0.42866)  0.000

2S+1 = 4
Net charge = -1
E_HOMO (alpha / beta) = -4.2 / -4.2 eV
Energy above the lowest of the compared OMol25 structures with the same formula, charge and spin = 0.0 kcal per mole
HOMO-LUMO gap (alpha / beta) = 5.75 / 5.71 eV